[1]
{
  "formula": "C3H9N3S",
  "method": "wB97M-V/def2-TZVPD",
  "smiles": "CN(C)/N=C\\NS",
  "de_lowest_kj_mol": 178.4,
  "spin_multiplicity": 1,
  "energy_ha": -682.0979,
  "symbols": ["C", "N", "C", "N", "C", "N", "S", "H", "H", "H", "H", "H", "H", "H", "H", "H"],
  "coordinates": [[1.516599, 1.471742, 0.441693], [0.551423, 0.509732, -0.058470], [1.027165, -0.097026, -1.291868], [0.444930, -0.530184, 0.927534], [-0.747340, -0.990928, 1.004281], [-1.815140, -0.582204, 0.232930], [-3.411922, -0.911412, 0.701059], [1.617676, 2.284151, -0.284205], [2.497819, 1.037682, 0.615048], [1.143728, 1.893412, 1.358915], [1.155565, 0.669903, -2.035626], [0.310892, -0.822409, -1.684581], [2.010861, -0.610204, -1.158556], [-0.963874, -1.773551, 1.718968], [-1.616468, 0.295049, -0.255279], [-3.721916, -1.843754, -0.231845]],
  "forces_ev_per_a": [[-0.1, 0.4, -0.5], [0.0, -0.1, -0.1], [0.5, -0.6, 0.0], [-0.5, -0.3, 0.2], [0.3, 0.2, -0.1], [0.1, 0.3, -0.1], [0.1, -0.1, -0.2], [0.0, -0.1, 0.0], [0.2, -0.2, 0.1], [-0.1, 0.1, 0.4], [0.0, 0.4, -0.3], [0.0, 0.0, 0.2], [-0.5, 0.2, 0.0], [0.0, -0.1, 0.1], [-0.2, -0.4, 0.1], [0.1, 0.2, 0.1]],
  "nbo_charge": [-0.41, -0.35, -0.42, -0.36, 0.26, -0.79, 0.19, 0.19, 0.18, 0.21, 0.20, 0.20, 0.18, 0.19, 0.42, 0.10]
}


[2]
{
  "formula": "C33H36F4N2SbSr",
  "method": "wB97M-V/def2-TZVPD",
  "de_lowest_kj_mol": 58.5,
  "spin_multiplicity": 1,
  "energy_ha": -2058.8255,
  "total_charge": 1,
  "symbols": ["Sr", "C", "C", "N", "C", "C", "C", "C", "N", "C", "C", "F", "C", "F", "C", "C", "F", "C", "F", "H", "H", "H", "H", "H", "H", "H", "H", "H", "H", "H", "H", "H", "H", "H", "C", "C", "C", "C", "C", "C", "C", "Sb", "C", "C", "C", "C", "C", "C", "C", "C", "C", "C", "C", "C", "C", "C", "H", "H", "H", "H", "H", "H", "H", "H", "H", "H", "H", "H", "H", "H", "H", "H", "H", "H", "H", "H", "H"],
  "coordinates": [[1.394212, -0.348338, 0.883392], [0.752007, 2.770886, -1.031761], [2.238390, 2.672795, -0.745644], [2.721677, 1.282273, -0.727313], [2.473944, 0.586812, -2.011505], [2.937982, 1.294911, -3.279682], [4.156190, 1.243290, -0.352540], [4.593265, -0.122023, 0.170323], [3.759770, -0.518980, 1.292534], [4.281348, -0.598011, 2.547332], [3.388907, -0.518197, 3.631750], [2.049421, -0.328889, 3.315820], [3.734209, -0.589997, 4.956240], [2.766930, -0.484866, 5.880047], [5.053404, -0.757919, 5.326315], [5.968831, -0.857087, 4.295394], [7.259221, -1.045859, 4.584295], [5.614533, -0.792619, 2.959181], [6.592133, -0.969224, 2.048766], [0.397372, 3.790067, -0.881511], [0.179914, 2.134106, -0.347638], [0.492147, 2.475310, -2.048180], [2.453242, 3.098133, 0.236633], [2.799779, 3.275421, -1.469400], [1.399620, 0.383191, -2.088330], [2.966034, -0.387612, -1.952883], [2.375375, 2.208930, -3.471467], [2.790366, 0.633763, -4.133673], [3.996754, 1.548767, -3.242229], [4.301320, 1.975949, 0.443232], [4.786427, 1.549583, -1.196287], [5.653844, -0.063159, 0.403222], [4.523673, -0.864881, -0.634837], [5.357486, -0.820262, 6.359771], [-4.745313, -1.753127, 0.031742], [-3.881968, -2.757657, -0.677214], [-4.345453, -4.060663, -0.837640], [-3.612511, -5.021993, -1.518395], [-2.379627, -4.696413, -2.059769], [-1.893552, -3.407227, -1.896010], [-2.628487, -2.437126, -1.213027], [-1.589503, -0.588161, -1.018498], [-1.551652, -0.482056, 1.149050], [-1.258917, -1.749003, 1.689895], [-0.854100, -1.904022, 3.007250], [-0.709898, -0.780997, 3.814606], [-1.001025, 0.467686, 3.297657], [-1.435270, 0.646257, 1.973716], [-1.814739, 2.044037, 1.558505], [-2.916564, 0.911192, -1.748587], [-3.939353, 1.431728, -0.958926], [-4.768905, 2.432973, -1.439176], [-4.575577, 2.918574, -2.722407], [-3.561661, 2.402387, -3.514592], [-2.718987, 1.397077, -3.047864], [-1.635561, 0.858227, -3.946662], [-5.613255, -2.240705, 0.472328], [-5.105598, -0.998143, -0.668597], [-4.205814, -1.238116, 0.829894], [-5.311090, -4.323230, -0.422287], [-4.008782, -6.023188, -1.624549], [-1.798872, -5.433023, -2.598409], [-0.923246, -3.158459, -2.312919], [-1.367254, -2.633955, 1.068875], [-0.649344, -2.892233, 3.398926], [-0.364285, -0.879205, 4.834826], [-0.900466, 1.342313, 3.930290], [-1.134823, 2.778546, 1.991636], [-2.813988, 2.275118, 1.934661], [-1.847449, 2.183149, 0.481767], [-4.095445, 1.053936, 0.041458], [-5.560432, 2.826922, -0.815096], [-5.217058, 3.698615, -3.111194], [-3.423151, 2.782468, -4.519424], [-1.676336, 1.325653, -4.928875], [-1.733676, -0.219690, -4.093529], [-0.640778, 1.045268, -3.532777]],
  "forces_ev_per_a": [[0.2, 0.1, 0.2], [-0.1, 0.0, 0.0], [0.0, 0.0, 0.0], [0.0, 0.0, -0.1], [0.0, 0.0, 0.0], [0.0, 0.0, 0.0], [0.0, 0.0, 0.0], [0.1, -0.1, -0.1], [-0.2, 0.0, 0.2], [-0.1, 0.0, -0.1], [0.1, 0.0, 0.0], [0.1, 0.0, 0.0], [0.0, 0.0, 0.0], [0.0, 0.0, 0.0], [0.0, 0.0, 0.0], [0.0, 0.0, -0.1], [0.0, 0.0, 0.0], [0.0, 0.0, 0.1], [0.0, 0.0, 0.0], [0.0, 0.0, 0.0], [0.0, 0.0, 0.0], [0.0, 0.0, 0.0], [0.0, 0.0, 0.0], [0.0, 0.0, 0.0], [0.0, 0.0, 0.0], [0.0, 0.0, 0.0], [0.0, 0.0, 0.0], [0.0, 0.0, 0.0], [0.0, 0.0, 0.0], [0.0, 0.0, 0.0], [0.0, 0.0, 0.0], [0.0, 0.1, 0.0], [0.0, 0.0, 0.0], [0.0, 0.0, 0.0], [0.0, 0.0, 0.0], [0.0, 0.0, 0.0], [0.0, 0.0, 0.0], [0.0, 0.0, 0.0], [-0.1, 0.0, 0.0], [0.0, 0.0, 0.0], [0.2, 0.0, 0.0], [0.0, 0.1, -0.1], [-0.1, -0.1, -0.1], [0.0, 0.1, 0.0], [0.0, 0.0, 0.0], [0.0, 0.0, 0.0], [0.0, 0.0, -0.1], [0.0, 0.0, 0.1], [0.0, 0.0, 0.0], [-0.1, 0.0, 0.2], [0.0, 0.0, -0.1], [0.0, 0.0, 0.0], [0.0, 0.0, 0.0], [0.0, 0.0, 0.0], [0.0, 0.0, 0.0], [0.0, 0.0, 0.0], [0.0, 0.0, 0.0], [0.0, 0.0, 0.0], [0.0, 0.0, 0.0], [0.0, 0.0, 0.0], [0.0, 0.0, 0.0], [0.0, 0.0, 0.0], [0.0, 0.0, 0.0], [0.0, 0.0, 0.0], [0.0, 0.0, 0.0], [0.0, 0.0, 0.0], [0.0, 0.0, 0.0], [0.0, 0.0, 0.0], [0.0, 0.0, 0.0], [0.0, 0.0, -0.1], [0.0, 0.0, 0.1], [0.0, 0.0, 0.0], [0.0, 0.0, 0.0], [0.0, 0.0, 0.0], [0.0, 0.0, 0.0], [0.0, 0.0, 0.0], [0.0, 0.0, 0.0]],
  "mulliken_charge": [1.65, -0.53, -0.97, 0.55, 0.04, -1.50, -0.99, -0.82, -0.54, -0.07, 0.00, 0.17, -0.30, -0.29, -0.52, 0.01, -0.30, 0.81, -0.34, 0.54, -0.04, -0.02, 0.58, 0.29, -0.18, 0.45, 0.32, 0.44, 0.34, 0.49, 0.29, 0.49, 0.39, 0.50, -0.96, 0.99, -0.76, -0.68, -0.80, -0.69, 0.22, 1.40, -0.44, -0.56, -0.90, -0.73, -0.54, 1.24, -1.88, 0.76, -0.49, -1.08, -0.80, -0.74, 0.46, -1.37, 0.49, 0.26, 0.08, 0.40, 0.40, 0.45, 0.35, 0.46, 0.49, 0.49, 0.55, 0.54, 0.43, 0.17, 0.74, 0.45, 0.42, 0.41, 0.47, 0.30, 0.12]
}